ORCA calculation (ωB97M-V with the def2-TZVPD basis set) on the molecule C5H10N2O5S.

The value obtained for the HOMO energy (alpha / beta) is -0.210 / -0.393 Ha. As for the spin multiplicity: 3. The expectation value of S² is 2.01. The lowest unoccupied orbital energy (alpha / beta) comes out at 0.01984 / -0.14810 Eh.

Cartesian coordinates (Å):
C 0.48 -1.50 1.03
C -0.03 -1.00 -0.32
C 0.12 0.48 0.30
C -1.32 0.99 0.48
C 1.08 1.38 -0.36
N 0.65 -0.28 1.49
N 0.92 -1.18 -1.37
O -0.84 -3.88 -0.14
O 0.85 -2.61 1.40
O -3.15 -3.06 -0.56
O -2.08 -2.46 1.48
O -1.33 -1.56 -0.79
S -1.93 -2.80 0.07
H -1.35 1.78 1.26
H -1.90 0.20 0.85
H -1.71 1.35 -0.58
H 1.61 2.00 0.41
H 0.61 1.82 -1.31
H 1.93 0.71 -0.70
H 0.72 -0.05 2.43
H 0.29 -0.98 -2.16
H -0.16 -3.61 0.55
H 1.14 -2.24 -1.34

ORCA calculation (ωB97M-V with the def2-TZVPD basis set) on an isolated ion of composition C5H10N2PS and charge +1.

Its structure (SMILES) is C1CN1[C@H]1SP1[NH+]1CC1. The value obtained for the HOMO energy is -0.472 Ha. The lowest unoccupied orbital energy comes out at -0.13597 Eh. Its net charge is +1.

Cartesian coordinates (Å):
C -2.39 -0.04 -2.13
C -1.02 -0.14 -2.76
C 2.57 0.27 1.73
C 1.21 0.96 1.74
C -0.64 -0.32 -0.24
N -1.25 0.23 -1.34
N 1.40 -0.47 1.47
P 1.01 -1.01 -0.37
S -0.45 -2.44 -0.19
H -3.02 0.87 -2.29
H -2.96 -0.92 -2.05
H -0.62 -1.07 -3.09
H -0.58 0.66 -3.49
H 3.15 0.42 0.83
H 3.23 0.24 2.71
H 0.70 1.30 2.59
H 1.08 1.42 0.81
H -0.98 0.03 0.80
H 0.89 -1.11 2.07

ORCA calculation (ωB97M-V with the def2-TZVPD basis set) on the molecule C5H10N2S.

Its structure (SMILES) is [H]/N=C(/SC)N1C[C@H]1C. The value obtained for the HOMO energy is -0.325 Ha. The lowest unoccupied orbital energy comes out at 0.03171 Eh.

Cartesian coordinates (Å):
C 1.25 -0.19 2.90
C 0.86 0.09 0.17
C 0.04 0.48 -2.07
C -1.08 0.88 -1.17
C -2.06 -0.36 -0.87
H 0.76 -1.25 2.93
H 2.47 -0.38 2.48
H 1.10 0.16 3.98
H 2.08 -0.96 -0.90
H 0.47 1.07 -2.83
H 0.01 -0.58 -1.99
H -1.58 1.90 -1.27
H -2.19 -0.34 0.40
H -2.91 -0.23 -1.60
H -1.78 -1.55 -1.04
N 1.79 -0.70 -0.02
N 0.40 1.02 -0.82
S 0.37 0.94 1.72

ORCA calculation (ωB97M-V with the def2-TZVPD basis set) on C5H10N2S as an isolated structure.

The value obtained for the HOMO energy is -0.315 Ha. The lowest unoccupied orbital energy comes out at 0.02359 Eh.

Cartesian coordinates (Å):
C 0.77 0.29 0.85
C -0.73 0.01 0.98
C -1.17 -1.10 0.03
C 0.10 0.24 -1.59
C 0.33 1.12 -0.36
H 2.82 -0.68 1.67
H 1.09 0.95 1.61
H -1.17 -0.15 1.98
H -1.04 -2.07 0.49
H -2.26 -0.95 -0.15
H 0.34 -1.74 -1.18
H 1.04 0.10 -2.11
H -0.59 0.73 -2.26
H 0.85 2.04 -0.64
H -0.92 2.06 0.95
N -0.43 -1.08 -1.23
N -1.01 1.30 0.28
S 1.99 -1.06 0.70

Q: Which calculated total energy values were calculated for the entries above? A: -29393.376, -28441.154, -19158.278, -19161.408, in eV.